No. 1
The following is a quantum chemistry calculation of a 12-piece molecular cluster, C44H108N4O20 overall at a distorted geometry, from OMol25.

For the orbital gap, the calculation gives 9.70 eV. As for the largest force on an atom: 3.17 eV/Å. For the molecular weight, the calculation gives 1013.4 g mol⁻¹. As for the spin multiplicity: 1. As for the net charge: 0. The value obtained for the energy above the lowest of the compared OMol25 structures with the same formula, charge and spin is 408.43 kJ/mol. As for the SMILES: CNC(C)=O.CNC(C)=O.CNC(C)=O.CNC(C)=O.COCCOC.COCCOC.COCCOC.COCCOC.COCCOC.COCCOC.COCCOC.COCCOC.

Geometry as XYZ:
```
176
Properties=species:S:1:pos:R:3:forces:R:3
C 4.174306 -10.813584 -1.500692 -0.14 1.08 0.59
N 3.465441 -12.058679 -1.624639 1.19 0.60 -0.43
C 2.204933 -12.306477 -1.210541 -2.02 -2.05 0.82
C 1.302451 -11.197782 -0.639545 1.18 1.09 -0.99
O 1.711355 -13.443124 -1.230004 0.96 1.06 -0.37
H 5.256245 -10.936870 -1.452617 -0.08 -0.47 0.10
H 3.875468 -10.335487 -0.567840 0.12 0.23 -0.06
H 4.019084 -10.107866 -2.316754 -0.33 -0.01 -0.15
H 4.082599 -12.752597 -2.021746 -1.03 -0.70 0.18
H 0.257053 -11.332855 -0.917021 0.23 -0.59 0.34
H 1.572972 -10.247159 -1.099139 0.08 0.24 -0.07
H 1.454588 -11.017070 0.424555 -0.16 -0.48 0.06
C -8.077355 -0.394007 -1.497194 -0.62 0.08 0.79
N -9.135725 -0.889657 -2.374884 0.90 -1.58 0.42
C -9.378484 -2.264576 -2.519374 0.27 -0.50 0.42
C -10.368941 -2.541836 -3.602656 -1.23 0.21 -0.21
O -8.864801 -3.214936 -1.908830 -0.14 2.45 -0.57
H -8.101844 0.694835 -1.453286 0.05 -0.05 -0.36
H -7.068506 -0.734911 -1.729785 -0.21 -0.07 -0.43
H -8.278027 -0.709063 -0.473200 0.06 -0.17 0.10
H -9.802473 -0.230908 -2.751177 0.25 -0.36 -0.05
H -9.907929 -2.489461 -4.588971 0.06 -0.17 0.07
H -11.169816 -1.802677 -3.583980 0.04 0.34 -0.14
H -10.907622 -3.477787 -3.454638 0.57 -0.19 -0.03
C -1.478093 -3.073179 -0.200343 0.93 0.25 -0.27
N -0.522371 -1.995311 -0.593337 -0.80 -3.00 -0.67
C -0.460092 -0.824038 -0.000261 -1.12 1.59 0.33
C 0.468438 0.169805 -0.644818 0.62 -0.38 0.43
O -1.165347 -0.554187 0.962008 0.31 0.21 0.22
H -2.322908 -3.081489 -0.889061 -0.10 0.00 0.20
H -1.805933 -3.016236 0.837612 0.06 0.58 -0.24
H -0.942984 -4.019703 -0.276903 -0.06 -0.05 -0.20
H -0.059141 -2.159361 -1.475719 0.08 0.21 0.28
H -0.035218 0.946741 -1.219973 -0.14 -0.07 0.29
H 1.167147 -0.358189 -1.293782 0.12 0.20 -0.07
H 1.014351 0.575128 0.207112 0.13 0.45 -0.31
C 4.633603 -4.198264 -7.437655 0.24 1.11 0.59
N 3.998726 -2.932991 -7.822983 -0.26 0.59 -0.72
C 2.975640 -2.360659 -7.121322 -0.25 -0.88 1.05
C 2.372279 -1.042650 -7.624033 -0.34 -0.48 0.25
O 2.535571 -2.937793 -6.124464 0.11 0.61 -0.73
H 5.235949 -3.979727 -6.555878 -0.04 -0.34 0.30
H 5.356451 -4.503953 -8.194077 -0.48 -0.12 -0.22
H 3.890898 -4.951337 -7.174284 0.11 0.05 -0.29
H 4.405455 -2.385129 -8.567644 -0.05 -0.27 0.08
H 1.611872 -1.253853 -8.375888 0.48 -0.15 -0.62
H 3.113442 -0.316212 -7.957302 -0.13 -0.10 -0.17
H 1.719799 -0.607419 -6.867112 0.60 -0.03 0.49
C -4.892411 -10.129734 5.303383 -0.53 1.32 -1.13
O -4.896993 -8.970966 4.359907 0.00 -1.56 1.25
C -6.017809 -8.862722 3.488604 -0.37 1.54 0.71
C -7.408238 -8.522065 4.170726 1.55 -0.78 1.24
O -7.335946 -7.468107 5.201848 0.19 -1.17 -2.39
C -7.138084 -6.220004 4.560750 -0.46 0.81 0.40
H -4.070725 -10.086461 6.018275 0.19 0.62 -0.40
H -4.767301 -11.053543 4.738562 -0.34 -0.08 -0.03
H -5.805360 -10.086873 5.897342 -0.12 -0.33 -0.14
H -6.144231 -9.692031 2.792648 -0.04 -0.43 0.19
H -5.726237 -8.003976 2.883921 -0.07 -0.03 -0.21
H -7.701397 -9.441050 4.678282 -0.15 0.17 0.44
H -8.176406 -8.395518 3.407835 0.03 0.69 -0.12
H -6.889692 -5.482117 5.323587 0.14 -0.15 0.08
H -8.056197 -5.860046 4.096433 -0.35 -0.12 -0.09
H -6.384365 -6.159532 3.775668 0.33 -0.50 0.18
C 6.052110 -0.457740 6.371250 1.45 -0.04 -0.34
O 6.143235 -0.954523 5.040632 -1.08 -0.42 0.07
C 4.906665 -1.512964 4.597250 0.05 -0.80 -1.01
C 5.108129 -2.497062 3.384418 1.41 1.03 1.16
O 5.491928 -1.816313 2.214507 -1.23 1.54 0.29
C 5.707478 -2.657292 1.134298 0.32 -0.53 0.24
H 7.080564 -0.173355 6.593790 -0.03 0.35 0.08
H 5.846017 -1.226907 7.115568 -0.61 -0.21 -0.13
H 5.420329 0.423346 6.483694 -0.30 -0.11 -0.10
H 4.171841 -0.741890 4.365809 0.09 0.32 -0.31
H 4.434614 -2.097191 5.387159 0.16 -0.28 0.28
H 4.272106 -3.186228 3.265285 -0.43 0.26 -0.19
H 5.980890 -3.099265 3.636905 0.07 -0.48 0.44
H 5.958122 -2.094514 0.235100 0.01 0.16 0.23
H 4.826553 -3.267847 0.936079 -0.11 -0.24 -0.15
H 6.544580 -3.286862 1.435967 0.21 -0.54 -0.56
C 0.528157 9.848478 -4.208784 -0.35 0.39 -0.57
O 1.243120 10.108358 -5.439784 -0.28 -0.52 0.86
C 0.560554 9.703895 -6.624775 0.37 1.48 -0.28
C 1.095438 10.515391 -7.838142 -0.22 0.75 0.29
O 0.846507 11.959189 -7.654836 0.56 -2.03 0.34
C 1.582647 12.722756 -8.586775 -0.13 -0.20 0.53
H 1.020291 10.314274 -3.355013 0.31 0.27 -0.44
H 0.365020 8.815839 -3.900325 0.47 -0.53 -0.62
H -0.481364 10.253555 -4.278592 -0.10 0.33 -0.06
H -0.491342 9.981852 -6.558735 -0.28 -0.25 0.21
H 0.679240 8.630730 -6.774331 -0.09 -0.09 -0.24
H 0.647771 10.205390 -8.782381 -0.90 -0.16 0.07
H 2.127343 10.272794 -8.091973 0.61 0.49 0.79
H 1.219898 12.457001 -9.579693 0.26 0.44 -0.36
H 2.654158 12.550758 -8.484895 0.19 -0.33 -0.20
H 1.456481 13.773023 -8.323876 -0.42 -0.03 -0.31
C -1.520029 -3.321020 8.050967 0.02 1.16 0.50
O -1.668229 -2.267474 9.003693 -0.34 0.61 -0.10
C -2.580080 -1.218561 8.580530 -0.05 -1.49 1.39
C -2.158774 0.160618 9.004769 1.24 0.02 -2.06
O -2.309792 0.486001 10.311711 -1.25 -1.66 1.44
C -1.752989 1.680211 10.721770 -0.05 -0.09 0.33
H -2.440668 -3.869657 7.852179 -0.17 -0.15 0.26
H -0.750860 -3.959483 8.485527 -0.08 -0.12 -0.43
H -1.225698 -2.839498 7.118436 0.40 -0.43 -0.32
H -3.513376 -1.418264 9.107014 -0.46 -0.13 -0.31
H -2.711178 -1.315879 7.502828 -0.08 0.46 -0.07
H -2.714873 0.847753 8.367024 -0.10 0.36 -0.29
H -1.097600 0.233787 8.766774 0.38 0.25 -0.43
H -1.794923 1.593960 11.807539 0.22 0.60 -0.01
H -2.352944 2.514575 10.358482 0.10 0.37 0.04
H -0.723695 1.755350 10.371022 0.22 0.24 0.05
C -0.828143 6.972509 6.633323 -0.18 0.23 -0.90
O -2.120202 6.784916 6.049361 -0.40 0.30 1.71
C -2.176843 5.980289 4.908640 -0.69 0.90 -0.95
C -3.628315 5.945905 4.278047 0.19 0.38 1.15
O -4.694070 5.554868 5.162796 0.83 -0.52 -1.18
C -5.004948 6.436472 6.205700 -0.41 -0.45 0.99
H -0.339783 7.890708 6.306975 -0.20 0.31 -0.60
H -0.166051 6.176562 6.292413 0.09 -0.31 0.65
H -0.897753 7.139300 7.708228 -0.23 -0.79 0.03
H -1.804228 4.966690 5.056531 -0.01 -0.16 0.29
H -1.510146 6.523172 4.238650 0.04 -0.56 -1.04
H -3.610015 5.268193 3.424540 -0.05 -0.36 0.29
H -3.941873 6.898538 3.851118 0.49 0.47 0.12
H -4.566653 6.050927 7.126225 0.67 0.52 0.09
H -6.062497 6.343653 6.452842 -0.34 0.12 -0.62
H -4.766863 7.483758 6.019661 0.22 -0.08 -0.04
C 5.789092 7.661577 3.582317 0.59 1.31 0.58
O 5.539348 9.052119 3.460225 -0.59 0.73 -0.26
C 5.386169 9.612744 2.143939 0.33 1.28 1.93
C 5.106157 11.150004 2.296996 1.03 -0.41 -0.65
O 6.266392 11.851220 2.809294 -1.22 -0.70 -0.10
C 6.253924 13.248276 2.582096 1.06 -0.14 0.64
H 6.658398 7.435487 2.964834 -0.41 -0.77 -0.51
H 4.867864 7.082998 3.513805 0.21 -0.32 -0.66
H 6.158748 7.552166 4.601866 -0.13 -0.11 0.13
H 4.543353 9.153962 1.626927 0.11 -0.10 -0.31
H 6.349565 9.548671 1.638127 -0.10 -0.36 -0.47
H 4.180810 11.360040 2.833391 0.15 -0.05 0.55
H 4.945570 11.529371 1.287847 -0.14 -0.06 -0.37
H 7.125868 13.611823 3.125827 0.09 0.03 0.05
H 5.418352 13.793334 3.021235 -0.46 -0.25 -0.26
H 6.452337 13.515704 1.544214 -0.50 -0.09 -0.29
C 8.183153 9.900475 -4.282895 2.44 0.59 0.14
O 9.289289 8.969741 -4.475411 -1.42 -0.56 -0.67
C 9.192657 8.211534 -5.695469 -0.21 -0.89 1.37
C 7.999452 7.239839 -5.678410 0.05 -0.99 0.71
O 8.044256 6.300515 -4.532706 0.54 1.38 -1.14
C 6.789605 5.710889 -4.276911 0.11 0.96 -0.06
H 8.400759 10.316029 -3.298996 -0.47 -0.24 0.20
H 7.144475 9.580900 -4.367217 0.28 -0.44 -0.14
H 8.453350 10.725300 -4.942263 -0.81 0.22 -0.43
H 10.092877 7.599388 -5.749964 0.18 0.23 0.10
H 9.159441 8.861412 -6.569913 -0.22 0.09 -0.15
H 7.964908 6.579953 -6.545287 0.35 0.23 -0.46
H 7.078702 7.819777 -5.741564 -0.35 -0.07 0.58
H 6.139229 6.521533 -3.948330 -0.52 -0.14 0.22
H 6.898624 4.978827 -3.476729 0.06 -0.01 -0.20
H 6.351758 5.282589 -5.178554 -0.02 -0.36 -0.07
C -6.953051 -14.557733 -5.748662 -0.14 0.89 0.18
O -6.265659 -13.278816 -5.649804 0.50 -1.95 -0.38
C -7.147129 -12.227183 -5.308103 1.68 -0.48 0.66
C -6.315858 -10.995951 -4.745394 -1.50 -0.48 -1.18
O -5.541776 -10.443983 -5.774499 0.67 0.45 -0.30
C -4.729804 -9.276361 -5.481893 -1.15 -1.27 0.11
H -7.349020 -14.879090 -4.785312 0.14 0.14 0.40
H -6.343539 -15.378042 -6.127699 0.54 0.56 0.00
H -7.830343 -14.508600 -6.393670 -0.06 0.32 -0.34
H -7.743646 -12.673523 -4.512447 -0.64 0.75 0.30
H -7.728787 -12.072595 -6.216881 -0.34 0.94 0.24
H -5.725986 -11.239232 -3.861672 0.08 -0.39 0.01
H -7.091587 -10.284401 -4.462503 -0.13 0.33 0.37
H -4.055212 -9.476613 -4.649467 0.42 -0.18 -0.20
H -5.338045 -8.434044 -5.152269 -0.27 0.17 -0.26
H -4.241143 -9.078298 -6.435873 0.21 0.20 0.39
```
Positions in Å, forces in eV/Å.

Löwdin population analysis, charges in e, atoms 1 to 99: -0.103 0.007 -0.518 -0.007 0.006 0.084 0.081 0.082 0.142 0.084 0.059 0.084 -0.086 -0.008 -0.518 -0.027 0.033 0.078 0.083 0.080 0.123 0.087 0.071 0.084 -0.041 0.009 -0.606 -0.001 0.027 0.081 0.082 0.074 0.133 0.086 0.071 0.086 -0.067 -0.013 -0.532 -0.007 0.016 0.081 0.081 0.085 0.127 0.079 0.074 0.077 -0.047 -0.199 -0.211 -0.162 -0.173 -0.129 0.079 0.080 0.076 0.116 0.103 0.103 0.116 0.088 0.082 0.079 -0.115 -0.180 -0.185 -0.194 -0.188 -0.128 0.085 0.084 0.087 0.122 0.112 0.120 0.118 0.091 0.085 0.087 -0.096 -0.185 -0.192 -0.169 -0.191 -0.126 0.083 0.077 0.080 0.117 0.122 0.113 0.112 0.085 0.083 0.088 -0.108 -0.203 -0.174

No. 2
The following is a quantum chemistry calculation of C7H12O as an isolated structure at a distorted geometry, from OMol25.

For the orbital gap (alpha / beta), the calculation gives 7.17 / 8.11 eV. As for the largest force on an atom: 4.94 eV/Å. For the molecular weight, the calculation gives 112.2 g mol⁻¹. As for the spin multiplicity: 1. As for the net charge: 0. The value obtained for the energy above the lowest of the compared OMol25 structures with the same formula, charge and spin is 598.35 kJ/mol.

Geometry as XYZ:
```
20
Properties=species:S:1:pos:R:3:forces:R:3
C -1.337707 -0.057733 1.572037 0.11 -0.08 -0.22
C -1.001370 0.455517 0.179902 1.50 -0.20 0.05
C -2.107912 0.728707 -0.665617 -1.34 -0.64 -0.82
O -0.352269 1.706125 0.217422 2.28 -0.46 0.69
H 0.633482 1.443193 0.346194 -1.78 1.01 -0.25
H -0.423019 -0.256918 2.129814 0.03 -0.01 0.06
H -1.915488 -0.980142 1.512060 -0.02 -0.03 0.02
H -1.910915 0.693803 2.114429 0.00 0.02 -0.06
H -1.940603 1.255793 -1.591741 0.00 0.11 0.03
H -3.109542 0.400337 -0.426666 -0.01 -0.13 -0.08
C 0.163135 -0.657780 -0.575080 0.64 4.88 0.40
C 1.808570 0.247496 -0.060734 -1.45 -2.44 -0.75
C 0.196645 -1.945072 -0.177107 0.21 -2.19 0.61
C 2.618025 0.724569 -0.993268 -0.16 0.04 0.12
H 0.167627 -0.462542 -1.644045 -0.09 -0.06 -0.01
H 2.122432 -0.178926 0.884114 0.21 0.13 0.04
H 0.182955 -2.232976 0.864830 0.00 0.02 0.06
H 0.263005 -2.747119 -0.898835 0.00 -0.08 0.00
H 3.693423 0.766433 -0.845665 -0.06 0.30 0.19
H 2.249526 1.097235 -1.942043 -0.05 -0.21 -0.08
```
Positions in Å, forces in eV/Å.

Löwdin charges, unit e, in atom order: -0.040 -0.595 0.105 -0.076 0.063 0.080 0.084 0.089 0.072 0.069 -0.181 -0.093 0.000 -0.019 0.108 0.081 0.063 0.064 0.060 0.065